*one*
The following is a quantum chemistry calculation of a 2-piece molecular cluster, C4H12O2 overall, from OMol25.

Last column: Löwdin spin population.
CARTESIAN COORDINATES (ANGSTROEM)
C -0.7350 -4.1860 0.2710  0.19
O -1.1527 -3.8679 1.5373  0.55
C -1.6807 -3.5916 -0.7877  0.09
H -0.8608 -5.3007 0.1868  0.12
H 0.2941 -3.8503 0.1306  0.02
H -0.3178 -3.9047 2.0586  0.00
H -2.6048 -3.3298 -0.2712  0.00
H -1.8075 -4.1560 -1.7028  0.00
H -1.2145 -2.6205 -1.0026  0.03
C 1.7288 3.9180 -0.2838  0.00
O 1.5123 2.8642 -1.2441  0.00
C 0.3922 4.3523 0.3248  0.00
H 2.1882 4.7501 -0.8111  0.00
H 2.3367 3.5338 0.5342  0.00
H 1.5243 2.0752 -0.6955  0.00
H -0.4146 4.4561 -0.3873  0.00
H 0.5766 5.2053 0.9868  0.00
H 0.2351 3.6524 1.1562  0.00

Summary:
E_HOMO (spin up / spin down) = -0.4453 / -0.4452 Eh
Kohn-Sham gap (spin up / spin down) = 7.90 / 1.58 eV
Spin multiplicity = 2
Net charge = +1

---

*two*
The following is a quantum chemistry calculation of a 3-piece molecular cluster, C4H12O2 overall, from OMol25.

Last column: Löwdin spin population.
CARTESIAN COORDINATES (ANGSTROEM)
C 0.6364 -0.2979 0.0740  0.05
C -0.3706 0.8094 -0.0623  0.26
C -0.4251 1.6290 -1.2127  0.51
C -1.4416 0.9982 0.9209  0.06
H 1.2005 -0.5478 -0.8160  0.00
H 1.4159 0.0997 0.7342  0.02
H 0.2084 -1.1408 0.6191  0.01
H -1.2049 2.3763 -1.1131  0.02
H 0.1114 1.5560 -2.1456  0.02
H -1.5818 2.0766 1.0051  0.01
H -2.4291 0.6309 0.6031  0.02
H -1.2070 0.4579 1.8383  0.00
H -2.3128 -1.7753 0.1741  0.00
H -2.6150 -2.3925 1.4952  0.00
O -1.8713 -2.0086 1.0132  0.00
H 3.9324 -0.8103 -0.2629  0.00
H 4.3256 -1.0122 -1.7143  0.00
O 3.6286 -0.6486 -1.1501  0.00

Summary:
E_HOMO (spin up / spin down) = -0.5430 / -0.5430 Eh
Kohn-Sham gap (spin up / spin down) = 10.18 / 6.71 eV
Spin multiplicity = 2
Net charge = +1

---

*two* is the most stable structure; the next one sits 51.2 kcal/mol above it.

---

*one*
The following is a quantum chemistry calculation of an isolated ion of composition C3H3N2O and charge +1, from OMol25.

Last column: Mulliken charge in e.
CARTESIAN COORDINATES (ANGSTROEM)
C -1.1927 -3.5601 0.5244  0.62
C -0.4669 -1.2165 0.1053  0.61
C -0.2165 0.1708 0.1013  -0.84
N -0.6122 -2.3287 0.4057  0.05
N -1.6297 -4.4631 1.1967  -0.19
O -1.7321 -4.2544 -0.4263  -0.27
H -0.8425 0.8226 -0.6203  0.36
H 0.7559 0.3541 -0.1041  0.34
H -0.5383 0.4569 1.2337  0.33

Summary:
E_HOMO = -0.5552 Eh
Kohn-Sham gap = 8.75 eV
Spin multiplicity = 1
Net charge = +1
SMILES = CC#[N+]C1=NO1

---

*two*
The following is a quantum chemistry calculation of a 2-piece molecular cluster, C3H3N2O overall, from OMol25.

Last column: Mulliken charge in e.
CARTESIAN COORDINATES (ANGSTROEM)
C 0.4320 1.6510 1.0031  -0.07
C -1.5880 0.8526 -0.2424  0.63
C 0.9078 -2.6833 -0.9864  0.09
N -0.5559 1.2808 0.3135  -0.04
N 0.3504 -1.9765 -0.2670  -0.37
O -2.5254 0.5080 -0.7706  -0.13
H 1.2440 -3.4199 -1.7426  0.29
H 1.0709 0.9813 1.7033  0.32
H 0.6643 2.8061 0.9892  0.29

Summary:
E_HOMO = -0.5970 Eh
Kohn-Sham gap = 8.93 eV
Spin multiplicity = 1
Net charge = +1

---

*two* is the most stable structure; the next one sits 75.1 kcal/mol above it.